The following is a quantum chemistry calculation of a structure of composition C12H6LiN4O4Se, from the Open Molecules 2025 dataset.

Last column: Löwdin charge in e.
CARTESIAN COORDINATES (ANGSTROEM)
Li 0.0889 -0.5370 -0.2282  0.64
O -1.7125 -0.2832 3.3149  -0.01
C -1.0000 -0.2888 2.3077  -0.65
O -1.3435 -0.1658 1.0912  -0.13
C 0.5098 -0.5226 2.4995  -0.18
C 1.1947 -0.6680 3.6979  -0.01
C 2.5646 -0.9072 3.6327  -0.06
C 3.2147 -1.0048 2.4074  0.00
C 2.4516 -0.8428 1.2591  -0.18
N 1.1576 -0.6067 1.3524  0.07
C 2.9260 -0.9263 -0.1991  -0.68
O 4.0694 -1.3381 -0.4092  -0.02
O 2.0390 -0.5888 -1.0446  -0.17
H 0.6610 -0.5977 4.6353  0.11
H 3.1310 -1.0254 4.5498  0.10
H 4.2733 -1.2080 2.3262  0.11
Se 1.5953 -3.3078 -2.3210  1.17
N 1.2416 -3.8071 -0.6605  -0.21
C 0.0066 -3.4109 -0.4122  -0.42
C -0.6784 -3.5851 0.8295  -0.01
C -1.9366 -3.0995 0.9143  -0.06
C -2.5356 -2.4534 -0.2227  -0.14
N -1.9768 -2.2868 -1.3812  0.11
C -0.6869 -2.7455 -1.4944  -0.50
N 0.0011 -2.6101 -2.6152  -0.22
H -0.1655 -4.0525 1.6596  0.12
H -2.5004 -3.1330 1.8360  0.11
H -3.5380 -2.0565 -0.1031  0.11

## Properties
Max |F| in eV Å⁻¹: 0.46
HOMO-LUMO gap in eV: 7.728
Net charge: -1